# C4H9NO

An isolated molecule of C4H9NO (ωB97M-V/def2-TZVPD, the OMol25 dataset).

SMILES ... CN(C)CC=O
HOMO ... -8.94 eV
Gap between HOMO and LUMO ... 9.9 eV
Relative energy (zero: lowest compared OMol25 entry of this formula, charge and spin) ... 171.3 kJ/mol

Last columns: bonded neighbours and bond lengths (Å).
Positions of all 15 atoms, in Å:
1 C 1.51 0.62 0.17  H5 1.095, H11 1.106, H13 1.094, N15 1.452
2 H -0.76 2.02 0.03  C6 1.106
3 C -0.73 -2.05 -0.38  C4 1.520, O8 1.207, H9 1.111
4 C -0.35 -0.63 -0.76  C3 1.520, H7 1.097, H10 1.100, N15 1.454
5 H 1.88 1.05 1.10  C1 1.095
6 C -0.72 1.21 0.78  H2 1.106, H12 1.094, H14 1.095, N15 1.451
7 H 0.38 -0.69 -1.57  C4 1.097
8 O -1.01 -2.90 -1.20  C3 1.207
9 H -0.75 -2.26 0.71  C3 1.111
10 H -1.24 -0.16 -1.20  C4 1.100
11 H 1.57 1.39 -0.61  C1 1.106
12 H -1.74 0.84 0.94  C6 1.094
13 H 2.18 -0.21 -0.10  C1 1.094
14 H -0.36 1.64 1.72  C6 1.095
15 N 0.16 0.13 0.37  C1 1.452, C4 1.454, C6 1.451

natural (NBO) population analysis, charges in e, atoms 1 to 5:
1. C -0.41
2. H 0.16
3. C 0.44
4. C -0.35
5. H 0.20



# C4H9NO

An isolated molecule of C4H9NO (ωB97M-V/def2-TZVPD, the OMol25 dataset).

HOMO ... -7.61 eV
Gap between HOMO and LUMO ... 8.1 eV
Relative energy (zero: lowest compared OMol25 entry of this formula, charge and spin) ... 370.9 kJ/mol

Last columns: bonded neighbours and bond lengths (Å).
Positions of all 15 atoms, in Å:
1 H 1.01 1.36 0.04  C4 1.083
2 C 1.07 -1.45 0.22  H6 1.092, C7 1.513, H9 1.091, H12 1.089
3 H -0.08 2.45 -1.73  N15 1.008
4 C 0.23 0.84 -0.51  H1 1.083, C7 1.430, N15 1.350
5 C -0.93 0.06 1.28  C7 1.778, H8 1.109, O11 1.247, H14 1.210
6 H 0.66 -2.33 0.72  C2 1.092
7 C -0.06 -0.52 -0.16  C2 1.513, C4 1.430, C5 1.778, H13 1.091
8 H -1.98 -0.16 1.03  C5 1.109
9 H 1.66 -1.76 -0.65  C2 1.091
10 H -0.96 1.00 -2.15  N15 1.008
11 O -0.40 -0.25 2.37  C5 1.247
12 H 1.71 -0.97 0.97  C2 1.089
13 H -0.78 -0.98 -0.83  C7 1.091
14 H -0.87 1.23 0.97  C5 1.210
15 N -0.29 1.48 -1.57  H3 1.008, C4 1.350, H10 1.008

natural (NBO) population analysis, charges in e, atoms 1 to 5:
1. H 0.22
2. C -0.60
3. H 0.41
4. C 0.22
5. C 0.13



# C4H9NO

A cluster of 2 separate species, C4H9NO in total (ωB97M-V/def2-TZVPD, the OMol25 dataset).

SMILES ... C/C=N/C=O.C
HOMO ... -10.09 eV
Gap between HOMO and LUMO ... 10.4 eV
Relative energy (zero: lowest compared OMol25 entry of this formula, charge and spin) ... 153.2 kJ/mol

Last columns: bonded neighbours and bond lengths (Å).
Positions of all 15 atoms, in Å:
1 C -0.31 -0.78 2.29  O2 1.207, H12 1.103, N14 1.413
2 O 0.66 -0.74 3.01  C1 1.207
3 H 0.93 1.78 -1.05  C5 1.094
4 H -0.84 1.73 -0.75  C5 1.093
5 C 0.15 1.82 -0.28  H3 1.094, H4 1.093, C8 1.494, H13 1.097
6 H 0.65 -0.58 -1.93  C10 1.094
7 H -0.79 -1.33 -2.66  C10 1.092
8 C 0.34 0.76 0.74  C5 1.494, H9 1.098, N14 1.276
9 H 1.37 0.47 1.00  C8 1.098
10 C -0.16 -1.29 -1.77  H6 1.094, H7 1.092, H11 1.092, H15 1.091
11 H 0.26 -2.28 -1.56  C10 1.092
12 H -1.05 -1.59 2.35  C1 1.103
13 H 0.21 2.80 0.20  C5 1.097
14 N -0.64 0.18 1.31  C1 1.413, C8 1.276
15 H -0.77 -0.96 -0.92  C10 1.091

natural (NBO) population analysis, charges in e, atoms 1 to 5:
1. C 0.53
2. O -0.54
3. H 0.23
4. H 0.24
5. C -0.69



# C4H9NO

An isolated molecule of C4H9NO (ωB97M-V/def2-TZVPD, the OMol25 dataset).

SMILES ... C/C=[N+](\[O-])CC
HOMO (spin up / spin down) ... -8.57 / -8.57 eV
Gap between HOMO and LUMO (spin up / spin down) ... 9.3 / 9.3 eV
Relative energy (zero: lowest compared OMol25 entry of this formula, charge and spin) ... 405.5 kJ/mol

Last columns: bonded neighbours and bond lengths (Å).
Positions of all 15 atoms, in Å:
1 H -1.53 2.45 -0.95  C11 1.128
2 H 0.63 1.00 -0.75  C10 1.084
3 C 1.73 -0.55 1.07  H6 1.115, C9 1.480, H13 1.071, H15 1.148
4 H -1.60 1.23 -2.52  C11 1.198
5 N -0.60 -0.29 0.13  O8 1.390, C9 1.486, C10 1.292
6 H 1.73 -0.66 2.18  C3 1.115
7 H -2.45 0.83 -0.94  C11 1.148
8 O -1.88 -0.66 0.51  N5 1.390
9 C 0.52 -1.19 0.51  C3 1.480, N5 1.486, H12 1.055, H14 1.129
10 C -0.38 0.61 -0.77  H2 1.084, N5 1.292, C11 1.511
11 C -1.54 1.39 -1.34  H1 1.128, H4 1.198, H7 1.148, C10 1.511
12 H 0.65 -1.93 -0.24  C9 1.055
13 H 2.64 -1.06 0.86  C3 1.071
14 H 0.11 -1.74 1.41  C9 1.129
15 H 1.98 0.55 0.86  C3 1.148

natural (NBO) population analysis, charges in e, atoms 1 to 5:
1. H 0.24
2. H 0.19
3. C -0.64
4. H 0.23
5. N 0.06



# C4H9NO

An isolated molecule of C4H9NO (ωB97M-V/def2-TZVPD, the OMol25 dataset).

SMILES ... C[C@@H]1[C@H](O)N1C
HOMO ... -8.77 eV
Gap between HOMO and LUMO ... 9.6 eV
Relative energy (zero: lowest compared OMol25 entry of this formula, charge and spin) ... 235.8 kJ/mol

Last columns: bonded neighbours and bond lengths (Å).
Positions of all 15 atoms, in Å:
1 H -0.80 0.02 -1.75  O7 0.964
2 N 0.08 -0.99 0.66  C6 1.421, C8 1.439, C14 1.530
3 H -1.19 -0.09 2.00  C8 1.091
4 H 2.07 -0.05 0.46  C14 1.087
5 H 0.83 2.06 0.77  C9 1.089
6 C 0.54 -1.09 -0.68  N2 1.421, O7 1.442, H11 1.084, C14 1.472
7 O -0.39 -0.86 -1.76  H1 0.964, C6 1.442
8 C -1.25 -0.61 1.05  N2 1.439, H3 1.091, H10 1.097, H13 1.090
9 C 0.65 1.48 -0.13  H5 1.089, H12 1.088, C14 1.509, H15 1.089
10 H -1.78 0.03 0.33  C8 1.097
11 H 1.16 -1.94 -0.90  C6 1.084
12 H -0.40 1.59 -0.39  C9 1.088
13 H -1.84 -1.52 1.18  C8 1.090
14 C 1.05 0.05 0.10  N2 1.530, H4 1.087, C6 1.472, C9 1.509
15 H 1.25 1.91 -0.93  C9 1.089

natural (NBO) population analysis, charges in e, atoms 1 to 5:
1. H 0.47
2. N -0.42
3. H 0.20
4. H 0.20
5. H 0.22



# C4H9NO

A cluster of 2 separate species, C4H9NO in total (ωB97M-V/def2-TZVPD, the OMol25 dataset).

SMILES ... CCCN=C=O.[H][H]
HOMO ... -10.30 eV
Gap between HOMO and LUMO ... 11.2 eV
Relative energy (zero: lowest compared OMol25 entry of this formula, charge and spin) ... 152.7 kJ/mol

Last columns: bonded neighbours and bond lengths (Å).
Positions of all 15 atoms, in Å:
1 H -2.00 -1.31 -0.72  C3 1.097
2 C -1.69 0.57 0.31  C3 1.525, H7 1.094, H8 1.096, H15 1.094
3 C -1.21 -0.56 -0.60  H1 1.097, C2 1.525, H11 1.097, C13 1.527
4 C 1.82 0.28 -0.75  O5 1.176, N14 1.203
5 O 2.53 0.97 -1.39  C4 1.176
6 H 0.28 -2.13 -0.71  C13 1.096
7 H -2.57 1.07 -0.11  C2 1.094
8 H -1.95 0.19 1.30  C2 1.096
9 H 2.55 1.30 1.59  H12 0.745
10 H -0.15 -1.66 0.93  C13 1.093
11 H -0.99 -0.17 -1.60  C3 1.097
12 H 3.07 1.79 1.37  H9 0.745
13 C 0.03 -1.27 -0.08  C3 1.527, H6 1.096, H10 1.093, N14 1.445
14 N 1.18 -0.40 0.01  C4 1.203, C13 1.445
15 H -0.90 1.33 0.44  C2 1.094

natural (NBO) population analysis, charges in e, atoms 1 to 5:
1. H 0.21
2. C -0.61
3. C -0.40
4. C 0.86
5. O -0.53



# C4H9NO

An isolated molecule of C4H9NO (ωB97M-V/def2-TZVPD, the OMol25 dataset).

SMILES ... C[C@H]1N[C@H]1CO
HOMO ... -9.71 eV
Gap between HOMO and LUMO ... 10.7 eV
Relative energy (zero: lowest compared OMol25 entry of this formula, charge and spin) ... 187.8 kJ/mol

Last columns: bonded neighbours and bond lengths (Å).
Positions of all 15 atoms, in Å:
1 C -0.82 -0.08 -0.71  N2 1.467, H4 1.091, C10 1.509, C15 1.480
2 N 0.42 0.45 -1.29  C1 1.467, H8 1.015, C15 1.464
3 H -0.66 1.10 1.07  C10 1.091
4 H -1.52 -0.53 -1.42  C1 1.091
5 H 0.48 -0.95 1.64  C13 1.100
6 H 2.06 -1.27 0.89  C13 1.098
7 H 1.44 1.17 0.25  O9 0.976
8 H 0.48 0.26 -2.29  N2 1.015
9 O 1.53 0.71 1.11  H7 0.976, C13 1.406
10 C -1.44 0.69 0.42  C1 1.509, H3 1.091, H11 1.096, H14 1.094
11 H -2.06 0.03 1.03  C10 1.096
12 H 0.64 -1.71 -1.02  C15 1.089
13 C 1.17 -0.62 0.85  H5 1.100, H6 1.098, O9 1.406, C15 1.529
14 H -2.06 1.53 0.07  C10 1.094
15 C 0.47 -0.78 -0.50  C1 1.480, N2 1.464, H12 1.089, C13 1.529

natural (NBO) population analysis, charges in e, atoms 1 to 5:
1. C -0.07
2. N -0.63
3. H 0.24
4. H 0.19
5. H 0.17



# C4H9NO

A cluster of 2 separate species, C4H9NO in total (ωB97M-V/def2-TZVPD, the OMol25 dataset).

SMILES ... CC(N)=O.C=C
HOMO ... -9.73 eV
Gap between HOMO and LUMO ... 10.3 eV
Relative energy (zero: lowest compared OMol25 entry of this formula, charge and spin) ... 272.4 kJ/mol

Last columns: bonded neighbours and bond lengths (Å).
Positions of all 15 atoms, in Å:
1 N -0.40 0.03 0.10  C9 1.346, H13 1.110, H14 1.173
2 H -3.42 -0.42 -0.86  C8 1.205
3 O -2.05 1.64 -0.24  C9 1.256
4 H -3.14 -0.32 1.09  C8 1.153
5 H 2.38 -0.85 -1.02  C10 1.088
6 H 1.59 -0.01 1.15  C7 1.085
7 C 2.42 0.46 0.64  H6 1.085, C10 1.327, H11 1.090
8 C -2.71 -0.67 0.08  H2 1.205, H4 1.153, C9 1.548, H15 1.131
9 C -1.66 0.47 0.02  N1 1.346, O3 1.256, C8 1.548
10 C 2.86 0.00 -0.53  H5 1.088, C7 1.327, H12 1.090
11 H 2.88 1.32 1.12  C7 1.090
12 H 3.69 0.47 -1.05  C10 1.090
13 H 0.42 0.63 -0.36  N1 1.110
14 H -0.45 -1.01 -0.43  N1 1.173
15 H -2.41 -1.74 0.28  C8 1.131

natural (NBO) population analysis, charges in e, atoms 1 to 5:
1. N -0.85
2. H 0.26
3. O -0.62
4. H 0.25
5. H 0.19



Question: What is the formula in the third record?
Answer: C4H9NO



Question: relative energy (zero: lowest compared OMol25 entry of this formula, charge and spin) of number 2 (C4H9NO)?
Answer: 370.9 kJ/mol